Entry 1:
Here is 15 unconnected molecules or ions with the total composition C7H42O14 from the Open Molecules 2025 dataset. Energies are from ωB97M-V/def2-TZVPD.

Last column: Löwdin charge in e.
CARTESIAN COORDINATES (ANGSTROEM)
C1 -1.51 -0.47 1.38  -0.09
C2 -0.52 -0.39 0.23  -0.21
C3 -1.12 0.46 -0.94  -0.17
C4 -0.14 1.48 -1.47  -0.30
C5 0.21 1.50 -2.76  0.06
C6 0.14 2.50 -0.39  -0.22
C7 0.37 3.94 -0.88  -0.07
H1 -1.93 0.50 1.66  0.08
H2 -1.15 -0.79 2.38  0.03
H3 -2.32 -1.17 1.13  0.08
H4 0.44 -0.01 0.58  0.08
H5 -0.34 -1.33 -0.31  0.09
H6 -1.49 -0.23 -1.70  0.07
H7 -2.03 0.97 -0.62  0.11
H8 -0.26 0.79 -3.43  0.04
H9 0.94 2.13 -3.24  0.07
H10 1.01 2.22 0.23  0.09
H11 -0.57 2.34 0.42  0.06
H12 -0.06 4.59 -0.10  0.06
H13 1.39 4.30 -0.76  0.07
H14 0.03 3.99 -1.91  0.07
H15 -2.34 -0.50 -3.74  -0.01
H16 -3.76 -0.97 -3.59  0.02
O1 -3.24 -0.19 -3.80  -0.06
H17 -0.99 -2.18 -3.18  0.00
H18 -2.21 -3.10 -3.45  0.06
O2 -1.82 -2.52 -2.78  -0.07
H19 3.03 1.38 0.43  0.04
H20 3.74 0.21 1.09  0.01
O3 3.29 1.07 1.30  -0.07
H21 -2.65 4.18 -0.25  0.04
H22 -2.06 3.34 0.85  -0.02
O4 -2.92 3.59 0.48  -0.06
H23 0.22 0.26 4.06  0.03
H24 -1.25 0.14 4.66  0.09
O5 -0.61 -0.25 4.06  -0.07
H25 -0.20 4.01 2.60  0.04
H26 0.09 2.49 3.05  -0.01
O6 -0.57 3.17 2.87  -0.05
H27 1.71 -3.60 -2.22  0.03
H28 2.14 -2.59 -1.13  0.01
O7 2.27 -2.82 -2.06  -0.07
H29 0.18 -3.27 3.90  0.07
H30 0.13 -1.75 3.66  0.00
O8 0.71 -2.53 3.59  -0.05
H31 2.15 1.84 4.18  0.08
H32 2.23 1.03 2.82  0.02
O9 1.65 1.40 3.50  -0.05
H33 -3.60 -0.77 -1.44  0.00
H34 -4.95 -0.17 -1.31  0.04
O10 -4.54 -1.04 -1.31  -0.07
H35 2.29 -1.29 1.26  0.00
H36 1.60 -2.25 2.19  0.00
O11 2.19 -2.23 1.40  -0.07
H37 0.80 -4.26 -0.40  0.05
H38 -0.31 -3.64 -1.29  0.02
O12 0.28 -4.40 -1.20  -0.05
H39 4.81 -1.23 -0.17  0.08
H40 4.22 -2.08 0.99  0.04
O13 4.59 -1.22 0.77  -0.04
H41 1.01 -1.13 -2.65  0.04
H42 1.04 -2.11 -3.79  0.05
O14 0.56 -1.34 -3.48  -0.06

Calculated values
Energy above the lowest of the compared OMol25 structures with the same formula, charge and spin (eV): 2.8015
Total charge: 0
Multiplicity: 1

***

Entry 2:
Here is 14 unconnected molecules or ions with the total composition C7H43NO13 from the Open Molecules 2025 dataset. Energies are from ωB97M-V/def2-TZVPD.

Last column: Löwdin charge in e.
CARTESIAN COORDINATES (ANGSTROEM)
C1 -1.06 1.23 -1.10  -0.29
N1 -2.22 1.91 -0.52  -0.07
C2 -2.75 1.39 0.80  -0.20
C3 -4.31 0.97 0.58  -0.06
C4 -0.94 -0.19 -1.32  -0.21
C5 0.42 -3.05 -0.82  -0.12
C6 0.94 -1.61 -0.64  -0.23
C7 -0.24 -0.75 -0.09  -0.18
H1 -0.04 1.62 -0.70  0.11
H2 -0.83 1.73 -2.11  0.12
H3 -2.95 1.91 -1.19  0.08
H4 -2.14 0.41 1.06  0.11
H5 -2.57 2.13 1.63  0.11
H6 -4.55 0.45 1.50  0.07
H7 -4.76 1.89 0.39  0.04
H8 -4.56 0.27 -0.15  0.04
H9 -1.91 -0.51 -1.60  0.11
H10 -0.44 -0.57 -2.33  0.11
H11 0.31 -3.54 0.14  0.05
H12 1.04 -3.62 -1.52  0.09
H13 -0.64 -3.22 -1.14  0.07
H14 1.14 -1.20 -1.60  0.04
H15 2.03 -1.65 -0.11  0.15
H16 0.11 -0.05 0.57  0.06
H17 -0.94 -1.45 0.56  0.12
H18 -2.72 -3.62 0.88  0.07
H19 -2.28 -2.19 0.33  -0.01
O1 -3.04 -2.84 0.33  -0.11
H20 -0.63 3.10 0.71  0.01
H21 -0.76 4.39 -0.04  0.08
O2 -0.11 3.77 0.31  -0.03
H22 2.07 3.25 1.19  0.05
H23 3.22 3.59 0.45  -0.03
O3 3.05 3.30 1.28  0.00
H24 3.02 1.35 2.19  0.09
H25 2.88 0.45 0.98  -0.02
O4 3.10 0.38 1.90  -0.05
H26 2.53 -0.69 2.85  0.05
H27 2.86 -1.35 4.12  0.11
O5 2.02 -1.24 3.59  -0.13
H28 1.50 -2.44 2.76  -0.03
H29 1.50 -2.76 1.28  -0.01
O6 1.45 -3.24 2.14  -0.12
H30 0.38 -1.69 4.49  0.01
H31 -0.63 -2.60 3.96  0.04
O7 -0.50 -2.05 4.73  -0.04
H32 -0.55 -2.79 -2.96  -0.04
H33 -1.77 -2.22 -3.48  0.10
O8 -0.78 -2.24 -3.67  -0.04
H34 -1.10 -0.56 4.00  -0.04
H35 -0.40 0.70 4.25  0.08
O9 -1.09 0.31 3.60  -0.10
H36 1.20 1.81 -4.44  0.02
H37 0.44 0.71 -3.68  0.06
O10 0.42 1.72 -3.93  -0.10
H38 3.67 1.38 -0.80  0.02
H39 2.43 1.99 -0.93  0.03
O11 2.81 1.10 -0.68  -0.05
H40 1.65 -1.30 -3.63  0.05
H41 0.89 -0.80 -4.82  0.07
O12 1.58 -0.51 -4.20  -0.06
H42 0.74 3.43 -1.25  -0.01
H43 1.25 2.65 -2.36  -0.04
O13 1.53 3.24 -1.73  -0.01

Calculated values
Energy above the lowest of the compared OMol25 structures with the same formula, charge and spin (eV): 6.1210
Total charge: 0
Multiplicity: 1

***

Entry 3:
Here is a molecular structure, C7H4BeBr4CaClF8KO8S2 from the Open Molecules 2025 dataset. Energies are from ωB97M-V/def2-TZVPD.

Last column: Löwdin charge in e.
CARTESIAN COORDINATES (ANGSTROEM)
O1 -3.47 -3.38 0.27  -0.90
S1 -4.89 -3.14 0.81  0.62
O2 -5.92 -2.95 -0.29  -0.25
O3 -5.36 -4.51 1.59  -0.31
S2 -5.07 -1.50 2.14  0.71
O4 -6.10 -0.57 1.57  -0.24
O5 -5.60 -2.06 3.45  -0.29
C1 -3.48 -0.60 2.52  -0.30
F1 -3.68 0.15 3.78  -0.13
F2 -2.45 -1.60 2.83  -0.16
C2 -2.89 0.28 1.32  -0.18
F3 -2.61 -0.51 0.09  -0.34
F4 -1.63 0.82 1.74  -0.03
C3 -3.81 1.50 0.85  -0.42
F5 -2.88 2.59 0.56  -0.19
F6 -4.69 1.98 1.83  0.11
F7 -4.46 1.17 -0.35  0.01
C4 0.77 1.84 -1.12  -1.43
Br1 1.66 2.59 0.43  0.68
Br2 2.03 1.31 -2.50  0.77
Br3 -0.41 0.37 -0.64  0.78
H1 0.14 2.62 -1.54  0.02
Be1 3.08 -0.78 -2.32  0.38
C5 7.80 0.69 -1.40  -0.02
C6 7.59 1.26 -2.77  -0.29
O6 6.53 0.47 -3.28  0.20
C7 5.82 0.08 -2.21  -0.42
O7 4.69 -0.37 -2.28  0.03
O8 6.48 0.27 -1.05  0.13
F8 8.68 1.09 -3.54  0.13
H2 8.47 -0.18 -1.41  0.17
H3 8.18 1.42 -0.69  0.16
H4 7.30 2.32 -2.77  0.19
Br4 -1.67 -3.68 0.86  0.62
K1 -1.74 -2.04 -0.93  0.58
Cl1 -4.37 3.69 -0.67  0.03
Ca1 -2.02 -0.65 5.15  1.59

Calculated values
Total charge: +2
Multiplicity: 1

***

Entry 4:
Here is a molecular structure, C7H4ClCuNO4 from the Open Molecules 2025 dataset. Energies are from ωB97M-V/def2-TZVPD.

Last column: Löwdin charge in e.
CARTESIAN COORDINATES (ANGSTROEM)
Cu1 -1.77 1.19 0.13  0.40
O1 -2.31 2.03 -3.07  -0.32
Cl1 -2.98 2.44 -1.88  0.64
O2 -4.06 3.29 -2.17  -0.32
O3 -2.04 3.08 -0.98  -0.38
O4 -3.45 1.26 -1.15  -0.40
N1 4.09 -3.15 1.01  0.12
C1 3.18 -2.46 0.94  -0.22
C2 2.05 -1.60 0.83  -0.28
C3 1.69 -1.07 -0.40  -0.06
C4 0.58 -0.25 -0.50  -0.13
C5 -0.23 0.09 0.60  -0.21
C6 0.18 -0.46 1.82  -0.14
C7 1.29 -1.28 1.95  -0.07
H1 2.27 -1.31 -1.28  0.10
H2 0.34 0.15 -1.48  0.08
H3 -0.38 -0.25 2.72  0.07
H4 1.56 -1.70 2.91  0.11

Calculated values
Total charge: -1
Multiplicity: 1

***

| no. | HOMO (eV) | strongest force on any atom (eV Å⁻¹) |
| --- | --- | --- |
| 1 | -9.295 | 2.1 |
| 2 | -9.127 | 6.7 |
| 3 | -10.671 | 12.5 |
| 4 | -5.129 | 1.0 |